# CO5S2

One molecule with the formula CO5S2 at a distorted geometry (ωB97M-V with the def2-TZVPD basis set, OMol25).

Summary:
Energy relative to the best compared isomer or geometry (same formula, charge and spin): 8.5 kcal per mole
Largest force on an atom: 2.05 eV/Å
LUMO energy (spin up / spin down): -1.560 / -1.504 eV
Molecular weight: 156.14 g mol⁻¹
E_HOMO (spin up / spin down): -9.414 / -9.445 eV

```
8
Properties=species:S:1:pos:R:3:forces:R:3:lowdin_charge:R:1
C -0.07534 0.08104 -0.20650 0.7 1.5 0.8 -0.696
O -0.26291 0.96127 -0.98178 0.1 0.1 -0.4 0.136
O 2.88108 0.96129 2.23155 -0.1 -0.7 0.5 -0.479
O -2.67250 -0.88583 -1.89447 -0.4 1.0 -1.0 -0.464
O 0.84119 0.11741 0.82662 0.3 -0.5 0.3 -0.294
O -0.74665 -1.05218 -0.08485 -0.1 -0.9 0.3 -0.283
S 2.08583 1.30494 1.08082 -1.2 0.4 -1.6 1.038
S -2.11239 -1.69147 -0.85604 0.7 -0.7 1.1 1.043
```
Forces are in eV/Å.